No. 1
{"formula": "C4H5NO", "method": "ωB97M-V with the def2-TZVPD basis set", "symbols": ["O", "C", "C", "C", "C", "N", "H", "H", "H", "H", "H"], "positions_angstrom": [[-0.792418, 0.926502, -1.022400], [-0.639734, -0.391199, -0.706322], [-0.362033, -0.459524, 0.818453], [0.714053, 0.679200, 0.821758], [0.701076, 0.569794, -0.684286], [1.057427, -0.413360, -1.368688], [-1.202021, -1.162706, -1.249845], [0.066862, -1.417085, 1.111684], [-1.248495, -0.248791, 1.415168], [1.658020, 0.390318, 1.281737], [0.358898, 1.635091, 1.194909]], "forces_ev_per_angstrom": [[0.1, 0.0, -0.1], [-0.5, -0.2, 0.2], [-0.1, -0.1, 0.2], [0.1, 0.1, 0.1], [0.4, -0.3, -0.2], [-0.2, 0.2, -0.1], [0.4, 0.3, 0.1], [0.1, 0.1, 0.0], [-0.1, 0.0, -0.1], [-0.1, 0.1, -0.2], [0.0, -0.1, 0.0]], "gap_ev": 9.556, "e_above_lowest_kj_mol": 472.44, "multiplicity": 1, "homo_ev": -8.9, "e_lumo_ha": 0.0257}

No. 2
{"formula": "C4H5NO", "method": "ωB97M-V with the def2-TZVPD basis set", "symbols": ["N", "C", "C", "C", "C", "O", "H", "H", "H", "H", "H"], "positions_angstrom": [[3.112988, 0.587572, 1.241826], [2.119146, 0.669479, 0.652374], [0.897519, 0.641651, -0.099123], [-0.285641, 0.376814, 0.465188], [-1.389738, -0.207289, -0.369340], [-1.102132, -1.597179, -0.377326], [-0.145764, -1.652679, -0.517797], [0.990855, 0.723989, -1.181303], [-0.383252, 0.295276, 1.545232], [-2.384091, -0.090501, 0.068670], [-1.402303, 0.210329, -1.387025]], "forces_ev_per_angstrom": [[-0.9, 0.2, -0.6], [0.8, 0.1, 0.6], [-0.2, 0.0, 0.0], [0.3, -0.1, 0.0], [-0.1, 0.3, 0.0], [0.0, -0.2, -0.2], [-0.3, -0.3, 0.0], [0.0, -0.1, 0.2], [0.1, 0.0, -0.1], [0.2, 0.0, 0.0], [0.1, 0.0, 0.2]], "smiles": "N#C/C=C/CO", "gap_ev": 10.584, "e_above_lowest_kj_mol": 137.32, "multiplicity": 1, "homo_ev": -10.5, "e_lumo_ha": 0.0038}

No. 3
{"formula": "C4H5NO", "method": "ωB97M-V with the def2-TZVPD basis set", "symbols": ["C", "C", "N", "C", "C", "O", "H", "H", "H", "H", "H"], "positions_angstrom": [[-1.681668, 0.418750, -0.657071], [-0.308254, 0.041276, -0.224544], [0.755000, -0.091515, -0.947625], [1.762085, -0.361496, -0.032647], [1.239368, -0.384686, 1.210344], [-0.096478, -0.128253, 1.101393], [-2.432996, -0.015325, 0.007619], [-1.850790, 0.074787, -1.679243], [-1.791625, 1.508651, -0.639441], [2.785288, -0.509677, -0.343966], [1.620069, -0.552513, 2.205181]], "forces_ev_per_angstrom": [[0.0, 0.0, 0.0], [-0.1, 0.1, -0.2], [-0.2, 0.0, 0.2], [0.2, 0.0, 0.2], [0.2, 0.0, -0.1], [-0.1, 0.0, -0.1], [0.1, 0.1, -0.1], [0.0, 0.1, 0.2], [0.0, -0.2, 0.0], [-0.1, 0.0, 0.1], [0.0, 0.0, -0.2]], "smiles": "Cc1ncco1", "gap_ev": 10.237, "e_above_lowest_kj_mol": 23.39, "multiplicity": 1, "homo_ev": -9.2, "e_lumo_ha": 0.0387}

No. 4
{"formula": "C4H5NO", "method": "ωB97M-V with the def2-TZVPD basis set", "symbols": ["O", "C", "C", "N", "C", "C", "H", "H", "H", "H", "H"], "positions_angstrom": [[-1.481106, 1.650470, 1.114760], [-0.861211, 0.793021, 0.557221], [-1.012395, -0.533452, -0.574144], [0.307288, -0.927471, -0.113370], [1.255338, 0.133025, -0.381850], [0.468652, 0.120873, 0.888391], [-1.766866, -1.220443, -0.162923], [-1.053183, -0.652351, -1.680310], [1.016873, 0.949091, -1.067811], [2.275876, -0.234408, -0.443926], [0.860013, -0.106318, 1.875961]], "forces_ev_per_angstrom": [[0.3, -1.1, -1.1], [-0.1, -0.5, 0.0], [-0.2, 0.4, 0.3], [0.2, -0.6, -0.1], [0.1, 0.0, -0.2], [0.1, 0.0, 0.2], [0.1, 0.4, 0.1], [-0.3, 1.0, 0.6], [-0.1, -0.4, -0.1], [-0.1, 0.3, 0.4], [-0.1, 0.4, -0.1]], "smiles": "O=C1CN2C[C@@H]12", "gap_ev": 10.445, "e_above_lowest_kj_mol": 274.65, "multiplicity": 1, "homo_ev": -9.5, "e_lumo_ha": 0.0354}

No. 5
{"formula": "C4H5NO", "method": "ωB97M-V with the def2-TZVPD basis set", "symbols": ["C", "C", "N", "O", "C", "C", "H", "H", "H", "H", "H"], "positions_angstrom": [[0.540967, 0.897121, 0.806964], [-0.212798, -0.006714, -0.128917], [-0.293113, 0.141013, -1.399929], [0.383360, 1.269003, -1.816172], [-0.724217, -1.250935, 0.373342], [-0.942767, -2.356273, 0.797355], [0.069938, 1.881711, 0.889079], [0.600178, 0.444061, 1.798323], [1.550028, 1.048956, 0.412015], [0.347651, 1.182560, -2.777842], [-1.069484, -3.362524, 1.124086]], "forces_ev_per_angstrom": [[0.0, 0.1, 0.0], [0.1, -0.1, -0.3], [0.0, -0.3, 0.5], [0.0, 0.2, -0.3], [0.0, -0.6, 0.2], [0.1, 0.4, -0.2], [0.0, -0.1, -0.1], [0.0, 0.1, -0.2], [-0.1, 0.0, 0.1], [0.0, 0.1, 0.2], [-0.2, 0.1, 0.0]], "smiles": "C#C/C(C)=N/O", "gap_ev": 10.194, "e_above_lowest_kj_mol": 337.27, "multiplicity": 1, "homo_ev": -9.3, "e_lumo_ha": 0.0334}

No. 6
{"formula": "C4H5NO", "method": "ωB97M-V with the def2-TZVPD basis set", "symbols": ["C", "C", "C", "C", "N", "O", "H", "H", "H", "H", "H"], "positions_angstrom": [[-1.760605, -0.269443, -0.139764], [-0.511943, -0.576104, -0.094710], [0.484032, 0.538455, 0.019407], [1.967087, 0.195116, 0.203686], [-2.926488, -0.215964, 0.171983], [0.019634, 1.623500, -0.079423], [-0.448982, -1.601973, -0.552536], [2.453232, -0.426244, -0.578213], [2.356856, 1.220728, 0.261928], [2.092679, -0.389426, 1.183644], [-3.725504, -0.098642, -0.396003]], "forces_ev_per_angstrom": [[-8.0, 2.0, -1.7], [7.1, -1.4, 0.2], [1.3, -6.7, 0.0], [-0.5, -0.1, 1.0], [1.2, -0.5, 1.8], [-1.4, 4.4, -0.2], [1.0, 0.9, 0.7], [-0.5, 0.6, 0.2], [0.8, -0.6, 0.1], [0.0, 1.1, -1.3], [-1.0, 0.4, -0.9]], "gap_ev": [5.928, 6.980], "e_above_lowest_kj_mol": 123.28, "s_squared": 2.008, "multiplicity": 3, "homo_ev": [-5.1, -9.6], "e_lumo_ha": [0.0287, -0.0970]}

No. 7
{"formula": "C4H5NO2", "method": "ωB97M-V with the def2-TZVPD basis set", "symbols": ["O", "C", "N", "C", "C", "O", "C", "H", "H", "H", "H", "H"], "positions_angstrom": [[1.356126, 2.876077, 0.936560], [0.280087, 1.366910, -0.562868], [0.258025, 0.208714, 0.025726], [0.128741, -1.051920, -0.683193], [-0.742931, -1.994855, 0.116436], [-1.061050, -1.769301, 1.259390], [0.353096, 2.503540, 0.355850], [0.275354, 0.092579, 1.041324], [1.108985, -1.529388, -0.827881], [-0.293066, -0.857570, -1.673180], [-1.062193, -2.920503, -0.399552], [-0.601173, 3.075717, 0.411388]], "forces_ev_per_angstrom": [[-0.4, -0.1, -0.3], [0.0, -0.3, 0.3], [0.0, 0.3, -0.1], [0.0, 0.0, 0.0], [-0.1, 0.0, 0.3], [0.1, -0.1, -0.5], [0.3, 0.2, 0.1], [0.0, 0.1, -0.1], [-0.1, 0.0, 0.0], [0.0, -0.1, 0.1], [0.0, 0.1, 0.1], [0.1, 0.0, 0.0]], "gap_ev": 9.399, "e_above_lowest_kj_mol": 294.73, "multiplicity": 1, "homo_ev": -8.9, "e_lumo_ha": 0.0184}

No. 8
{"formula": "C4H5NO2", "method": "ωB97M-V with the def2-TZVPD basis set", "symbols": ["O", "C", "C", "O", "N", "C", "C", "H", "H", "H", "H", "H"], "positions_angstrom": [[1.733880, -0.619692, 1.924689], [0.645844, -1.101429, 1.752277], [-0.409561, -0.516668, 0.810814], [-1.512929, -1.016825, 0.779176], [-0.012859, 0.620336, 0.119041], [-0.788933, 1.037162, -1.025542], [0.575991, 0.478771, -1.209586], [0.287912, -2.010009, 2.274804], [-0.934979, 2.111613, -1.094260], [-1.644323, 0.419388, -1.287551], [0.640002, -0.528936, -1.617410], [1.419955, 1.126289, -1.426453]], "forces_ev_per_angstrom": [[-0.5, -0.3, -0.1], [0.5, 0.1, 0.1], [-0.3, 0.0, -0.1], [0.4, 0.2, 0.1], [-0.1, -0.1, 0.2], [-0.2, 0.1, -0.1], [0.2, 0.0, -0.2], [0.1, 0.1, 0.0], [0.0, -0.2, 0.0], [0.2, 0.1, 0.0], [0.0, 0.2, 0.1], [-0.1, -0.1, 0.1]], "smiles": "O=CC(=O)N1CC1", "gap_ev": 9.681, "e_above_lowest_kj_mol": 193.23, "multiplicity": 1, "homo_ev": -10.0, "e_lumo_ha": -0.0121}

No. 9
{"formula": "C4H5NO2", "method": "ωB97M-V with the def2-TZVPD basis set", "symbols": ["C", "C", "C", "N", "C", "O", "O", "H", "H", "H", "H", "H"], "positions_angstrom": [[1.557434, -0.000826, 0.286020], [-1.392907, -0.619725, 0.258581], [-0.113106, -0.621190, -0.544677], [1.610664, 1.313975, -0.183947], [0.409563, 1.636640, -0.338568], [0.051470, -1.381734, -1.468369], [-0.484864, 2.362972, -0.587628], [2.436177, -0.597179, 0.034322], [1.096966, -0.216218, 1.246098], [-2.078346, 0.094844, -0.204353], [-1.214705, -0.375350, 1.307167], [-1.878345, -1.596209, 0.195354]], "forces_ev_per_angstrom": [[-3.2, -3.3, -1.0], [-0.3, 0.5, -0.1], [3.3, -3.5, 0.6], [-2.1, 1.5, 0.3], [2.0, 5.0, -0.9], [-0.6, 1.3, 0.2], [0.3, -2.2, 0.4], [-0.5, -0.1, -0.1], [0.9, 0.5, 0.6], [0.0, 0.1, 0.3], [-0.1, 0.2, -0.1], [0.3, 0.0, -0.1]], "gap_ev": 7.859, "e_above_lowest_kj_mol": 332.92, "multiplicity": 1, "homo_ev": -8.6, "e_lumo_ha": -0.0273}

No. 10
{"formula": "C4H5NO2", "method": "ωB97M-V with the def2-TZVPD basis set", "symbols": ["N", "C", "C", "C", "O", "C", "O", "H", "H", "H", "H", "H"], "positions_angstrom": [[1.060087, 1.649262, 0.413824], [0.346167, 0.549323, 0.007947], [-0.919097, 0.362066, -0.389673], [-1.176509, -1.105263, -0.236542], [0.111534, -1.722527, -0.378465], [1.044014, -0.765418, -0.158635], [2.231110, -0.954942, -0.187015], [0.492585, 2.368739, 0.839141], [1.862634, 1.400130, 0.979732], [-1.907851, -1.532515, -0.917671], [-1.649308, 1.062472, -0.767709], [-1.495365, -1.311323, 0.795062]], "forces_ev_per_angstrom": [[0.0, 0.1, -0.1], [-0.1, 0.0, -0.1], [0.1, 0.0, 0.1], [-0.2, -0.1, -0.1], [0.1, 0.0, 0.1], [0.4, 0.0, 0.1], [-0.5, 0.0, 0.2], [0.2, -0.1, -0.1], [0.0, 0.1, -0.3], [0.3, -0.2, -0.2], [-0.1, 0.2, 0.6], [-0.2, 0.0, -0.3]], "smiles": "NC1=CCOC1=O", "gap_ev": 9.581, "e_above_lowest_kj_mol": 71.20, "multiplicity": 1, "homo_ev": -8.8, "e_lumo_ha": 0.0271}

| no. | electronic energy (Ha) |
| --- | --- |
| 1 | -285.23464 |
| 2 | -285.36228 |
| 3 | -285.40568 |
| 4 | -285.30998 |
| 5 | -285.28613 |
| 6 | -285.19734 |
| 7 | -360.55716 |
| 8 | -360.59582 |
| 9 | -360.54262 |
| 10 | -360.64230 |